(1)
# C40H49Cl2IrN2O2P3

A molecular structure, C40H49Cl2IrN2O2P3 (ωB97M-V/def2-TZVPD, OMol25).

- <S²>: 8.8100
- Energy above the lowest of the compared OMol25 structures with the same formula, charge and spin: 1.5114 eV
- Frontier orbital gap (spin up / spin down): 2.7 / 4.3 eV
- Lowest unoccupied orbital energy (spin up / spin down): -5.070 / -8.468 eV

The geometry in ORCA input format:
```
! wB97M-V def2-TZVPD RIJCOSX def2/J DEFGRID3
* xyz 2 6
P 3.667 -2.727 -3.517
C 3.116 -4.195 -2.789
C 2.964 -5.014 -3.942
H 2.839 -4.521 -4.915
C 3.103 -6.375 -3.794
H 3.061 -6.997 -4.694
C 3.291 -6.902 -2.511
H 3.402 -7.981 -2.416
C 3.324 -6.095 -1.353
H 3.460 -6.558 -0.375
C 3.210 -4.706 -1.474
H 3.196 -4.030 -0.605
C 2.536 -1.883 -4.592
C 1.218 -2.297 -4.904
H 0.728 -3.102 -4.314
C 0.563 -1.733 -6.001
H -0.438 -2.078 -6.292
C 1.227 -0.757 -6.764
H 0.738 -0.348 -7.661
C 2.503 -0.282 -6.420
H 3.030 0.455 -7.029
C 3.116 -0.801 -5.291
H 4.116 -0.443 -4.978
C 4.847 -1.719 -2.669
C 5.910 -2.248 -3.436
H 5.655 -3.086 -4.128
C 7.174 -1.706 -3.358
H 7.963 -2.113 -3.991
C 7.367 -0.650 -2.441
H 8.373 -0.224 -2.379
C 6.337 -0.144 -1.616
H 6.560 0.657 -0.901
C 5.035 -0.680 -1.737
H 4.214 -0.340 -1.080
Ir -0.479 -0.047 0.144
C -0.400 1.600 -1.205
C 0.349 1.830 -2.300
H -1.075 2.454 -0.950
C 1.472 0.864 -2.744
O 2.788 1.549 -2.807
H 3.527 0.888 -2.673
C 1.595 -0.172 -1.745
H 1.227 0.353 -3.732
C 1.155 -0.524 -0.507
Cl -2.432 0.950 1.061
Cl -0.133 -2.047 1.355
P -1.804 -1.253 -1.172
C -3.033 -2.050 -0.073
H -3.717 -1.276 0.289
H -2.472 -2.451 0.778
H -3.567 -2.860 -0.587
C -2.783 -0.278 -2.373
H -2.143 0.041 -3.210
H -3.153 0.613 -1.851
H -3.634 -0.851 -2.771
C -1.181 -2.664 -2.171
H -0.367 -3.171 -1.643
H -0.797 -2.324 -3.145
H -1.974 -3.412 -2.367
P 0.200 3.292 -3.422
C -1.207 4.280 -2.927
C -0.026 2.758 -5.138
H -1.150 4.483 -1.851
H -2.142 3.746 -3.136
H -1.243 5.243 -3.456
H 0.755 2.041 -5.415
H 0.015 3.603 -5.843
H -1.007 2.274 -5.245
C 1.698 4.298 -3.371
H 1.731 4.850 -2.422
H 1.750 5.021 -4.200
H 2.551 3.611 -3.416
H 1.625 -1.426 -0.138
C 1.188 0.163 5.888
N 1.654 0.335 4.537
N 0.796 0.369 3.498
C 1.469 0.761 2.370
O 0.891 1.006 1.275
C 2.849 0.851 2.756
C 2.895 0.643 4.130
C 4.011 0.755 5.085
C -0.604 0.323 3.753
C -1.283 1.513 4.000
C -2.604 1.448 4.423
C -3.248 0.215 4.558
C -2.552 -0.971 4.299
C -1.213 -0.916 3.945
H 0.428 -0.628 5.940
H 0.765 1.090 6.297
H 2.042 -0.129 6.496
H 3.658 1.104 2.107
H 3.872 1.579 5.804
H 4.157 -0.167 5.666
H 4.936 0.954 4.539
H -0.760 2.456 3.840
H -3.144 2.382 4.610
H -4.295 0.174 4.863
H -3.039 -1.945 4.372
H -0.638 -1.820 3.776
*
```


(2)
# C10H18Cl6MgO4

A molecular structure, C10H18Cl6MgO4 (ωB97M-V/def2-TZVPD, OMol25).

- Energy above the lowest of the compared OMol25 structures with the same formula, charge and spin: 9.1218 eV
- Frontier orbital gap: 3.4 eV
- Lowest unoccupied orbital energy: -4.862 eV

The geometry in ORCA input format:
```
! wB97M-V def2-TZVPD RIJCOSX def2/J DEFGRID3
* xyz 0 1
Mg -21.583 14.527 1.119
C -23.995 14.582 6.605
C -23.473 15.242 5.289
O -23.516 16.476 5.263
O -22.872 14.625 4.410
H -25.081 14.507 6.663
H -23.733 15.055 7.551
H -23.675 13.545 6.705
C -21.866 10.611 -2.115
C -21.481 11.727 -1.205
O -21.560 11.625 0.030
O -21.322 12.909 -1.591
H -22.950 10.703 -2.189
H -21.571 9.635 -1.730
H -21.412 10.764 -3.094
Cl -21.163 3.312 -4.106
C -19.545 4.095 -4.195
C -19.637 5.478 -3.535
Cl -17.991 6.192 -3.443
H -19.289 4.135 -5.254
H -18.816 3.482 -3.665
H -20.075 5.382 -2.541
H -20.088 6.161 -4.254
Cl -19.287 19.373 -2.850
C -20.771 19.509 -3.852
C -21.085 18.115 -4.354
Cl -22.298 18.171 -5.636
H -20.554 20.170 -4.691
H -21.648 19.919 -3.351
H -21.514 17.411 -3.640
H -20.266 17.640 -4.894
Cl -23.725 13.131 -6.348
C -21.910 12.998 -6.748
C -21.565 11.628 -7.329
Cl -22.157 11.283 -8.952
H -21.336 13.026 -5.822
H -21.648 13.820 -7.414
H -21.985 10.795 -6.765
H -20.477 11.571 -7.286
*
```


(3)
# C4H2Br2O

A single C4H2Br2O molecule (ωB97M-V/def2-TZVPD, OMol25).

- SMILES: O=C(Br)C1=C[C@H]1Br
- Energy above the lowest of the compared OMol25 structures with the same formula, charge and spin: 0.0000 eV
- Frontier orbital gap: 9.5 eV
- Lowest unoccupied orbital energy: -0.436 eV

The geometry in ORCA input format:
```
! wB97M-V def2-TZVPD RIJCOSX def2/J DEFGRID3
* xyz 0 1
C 1.071 -0.481 0.128
C 1.357 0.830 0.031
C 1.876 2.115 0.608
C 1.303 0.129 -1.240
O 2.900 2.624 0.351
Br 0.635 2.774 1.850
Br -0.343 0.448 -2.251
H 0.652 -1.233 0.762
H 2.115 0.072 -1.885
*
```


(4)
# C6H6N2O2

A single C6H6N2O2 molecule (ωB97M-V/def2-TZVPD, OMol25).

- SMILES: O=C(O)/C=C\c1ncc[nH]1
- Energy above the lowest of the compared OMol25 structures with the same formula, charge and spin: 0.0577 eV
- Frontier orbital gap: 8.7 eV
- Lowest unoccupied orbital energy: 0.002 eV

The geometry in ORCA input format:
```
! wB97M-V def2-TZVPD RIJCOSX def2/J DEFGRID3
* xyz 0 1
C 2.300 -0.222 0.005
C 1.594 1.084 0.039
C 0.296 1.375 0.008
C -0.903 0.505 -0.028
C -2.940 -0.063 0.018
C -2.231 -1.212 -0.012
H 3.952 -0.991 -0.060
H 2.277 1.921 -0.065
H 0.124 2.461 -0.026
H -4.020 0.050 0.093
H -2.576 -2.260 -0.031
H -0.190 -1.442 0.049
N -2.118 1.037 -0.009
N -0.938 -0.831 0.009
O 3.616 -0.096 0.004
O 1.756 -1.316 0.006
*
```


(5)
# C13H19NO4

A single C13H19NO4 molecule (ωB97M-V/def2-TZVPD, OMol25).

- SMILES: CCOC(=O)c1[nH]c(C)c(CCC(=O)OC)c1C
- Energy above the lowest of the compared OMol25 structures with the same formula, charge and spin: 0.0000 eV
- Frontier orbital gap: 8.9 eV
- Lowest unoccupied orbital energy: 0.721 eV

The geometry in ORCA input format:
```
! wB97M-V def2-TZVPD RIJCOSX def2/J DEFGRID3
* xyz 0 1
C 4.566 2.355 0.999
C 3.413 2.691 1.935
H 3.606 2.278 2.931
H 3.263 3.771 2.003
O 2.178 2.173 1.453
C 1.920 0.867 1.733
O 2.668 0.175 2.387
C 0.653 0.460 1.170
C -0.002 -0.766 1.215
C -1.221 -0.602 0.523
C -1.272 0.706 0.072
N -0.143 1.331 0.470
H 0.106 2.290 0.294
C -2.331 1.430 -0.683
H -1.884 2.148 -1.369
H -2.939 0.733 -1.252
H -2.984 1.975 0.000
C -2.249 -1.664 0.296
H -3.188 -1.209 -0.019
H -2.429 -2.208 1.226
C -1.793 -2.672 -0.773
C -1.440 -1.959 -2.055
O -0.339 -1.872 -2.527
O -2.527 -1.412 -2.624
C -2.303 -0.702 -3.834
H -1.531 0.056 -3.691
H -1.978 -1.388 -4.619
H -3.252 -0.243 -4.101
H -0.908 -3.207 -0.433
H -2.597 -3.381 -0.973
C 0.500 -2.006 1.864
H 1.283 -1.757 2.573
H -0.307 -2.528 2.375
H 0.922 -2.677 1.116
H 5.480 2.811 1.367
H 4.360 2.725 -0.003
H 4.701 1.277 0.956
*
```


(6)
# CH4FN

2 unconnected molecules or ions with the total composition CH4FN (ωB97M-V/def2-TZVPD, OMol25).

- SMILES: C=N.F
- Energy above the lowest of the compared OMol25 structures with the same formula, charge and spin: 0.3023 eV
- Frontier orbital gap: 11.8 eV
- Lowest unoccupied orbital energy: 0.993 eV

The geometry in ORCA input format:
```
! wB97M-V def2-TZVPD RIJCOSX def2/J DEFGRID3
* xyz 0 1
C 1.136 0.390 -0.012
N 0.326 -0.559 0.072
F -3.020 0.071 0.018
H 0.774 1.387 0.210
H 2.191 0.319 -0.289
H -2.111 -0.128 0.148
H 0.704 -1.480 -0.146
*
```


(7)
# CH3N4S

A gas-phase ion, CH3N4S (charge -1) (ωB97M-V/def2-TZVPD, OMol25).

- Energy above the lowest of the compared OMol25 structures with the same formula, charge and spin: 3.0713 eV
- Frontier orbital gap: 7.0 eV
- Lowest unoccupied orbital energy: 4.141 eV

The geometry in ORCA input format:
```
! wB97M-V def2-TZVPD RIJCOSX def2/J DEFGRID3
* xyz -1 1
C -0.660 0.632 -0.181
N -1.687 -1.644 -0.028
N 0.752 0.876 -0.278
N -0.778 -0.869 0.074
N 1.465 0.025 0.397
S 3.007 -0.110 0.110
H -1.083 1.136 0.647
H -1.192 1.051 -1.055
H 0.176 -1.096 0.315
*
```


(8)
# C6H8AgMgO6

A molecular structure, C6H8AgMgO6 (ωB97M-V/def2-TZVPD, OMol25).

- Energy above the lowest of the compared OMol25 structures with the same formula, charge and spin: 0.0000 eV
- Frontier orbital gap: 3.9 eV
- Lowest unoccupied orbital energy: -6.060 eV

The geometry in ORCA input format:
```
! wB97M-V def2-TZVPD RIJCOSX def2/J DEFGRID3
* xyz 1 1
O -1.521 1.169 -0.181
C -0.473 -1.996 -0.298
C -2.556 0.545 -0.891
O -0.491 -1.525 0.860
O -1.584 -1.719 -1.060
C -2.682 -0.937 -0.576
H -2.420 0.654 -1.982
H -3.526 1.015 -0.649
H -3.577 -1.330 -1.076
H -2.808 -1.094 0.508
Ag -1.150 0.343 1.739
O 2.816 -0.315 0.312
C 1.695 0.284 0.109
C 3.032 -1.331 -0.706
O 1.198 1.172 0.795
O 1.234 0.004 -1.183
C 2.117 -0.909 -1.866
H 2.731 -2.292 -0.276
H 4.092 -1.303 -0.968
H 1.502 -1.728 -2.246
H 2.620 -0.390 -2.685
Mg 0.051 1.976 -0.777
*
```